{"formula": "C54H49HfN4O4P", "method": "ωB97M-V with the def2-TZVPD basis set", "elements": ["Hf", "O", "C", "C", "C", "C", "C", "C", "C", "C", "C", "O", "C", "C", "C", "C", "C", "C", "C", "C", "C", "C", "C", "C", "N", "C", "C", "C", "C", "C", "C", "C", "C", "C", "C", "C", "C", "H", "H", "H", "H", "H", "H", "H", "H", "H", "H", "H", "H", "H", "H", "H", "H", "H", "H", "H", "H", "H", "H", "H", "H", "H", "H", "H", "O", "N", "C", "C", "C", "C", "C", "C", "C", "P", "C", "C", "C", "C", "C", "C", "C", "C", "C", "C", "C", "C", "H", "H", "H", "H", "H", "H", "H", "H", "H", "H", "H", "H", "H", "H", "H", "H", "C", "N", "C", "N", "O", "H", "H", "H", "H", "H", "H"], "xyz": [[0.017413, -0.138781, 0.074339], [1.055827, 0.426158, 1.636924], [2.138622, 1.346482, 1.765817], [2.535981, 1.797121, 0.333916], [2.984799, 0.659394, -0.537141], [4.274005, 0.626204, -1.029580], [4.663235, -0.427340, -1.839272], [3.749265, -1.426001, -2.127884], [2.469741, -1.362281, -1.602330], [1.488545, -2.471534, -1.891176], [0.908180, -3.101018, -0.614236], [0.137285, -2.088220, 0.012541], [1.989688, -3.628058, 0.330407], [1.802925, -3.572841, 1.705790], [2.705566, -4.183040, 2.566094], [3.813494, -4.846473, 2.062369], [4.015497, -4.894605, 0.689170], [3.104787, -4.296302, -0.168886], [-0.009712, -4.290204, -0.926259], [0.007812, -4.981417, -2.127981], [-0.789219, -6.108149, -2.307207], [-1.601090, -6.563311, -1.281366], [-1.615946, -5.880202, -0.069197], [-0.831376, -4.752469, 0.102398], [2.092769, -0.315645, -0.834776], [3.367531, 0.697712, 2.404035], [4.349115, 1.489636, 2.993019], [5.521490, 0.915472, 3.461848], [5.722317, -0.452588, 3.345883], [4.745182, -1.245729, 2.763865], [3.571060, -0.671790, 2.293679], [1.659759, 2.519574, 2.616111], [1.911373, 3.854404, 2.313262], [1.437489, 4.865360, 3.140560], [0.704238, 4.556949, 4.276854], [0.452235, 3.227760, 4.589249], [0.928119, 2.216480, 3.766404], [3.348319, 2.517827, 0.391411], [1.679404, 2.315411, -0.113632], [4.966502, 1.413769, -0.767071], [5.668631, -0.476061, -2.236305], [4.026748, -2.267623, -2.746661], [1.999993, -3.210128, -2.501955], [0.631048, -2.112047, -2.472317], [0.939866, -3.057892, 2.108070], [2.542729, -4.137059, 3.635458], [4.515813, -5.327277, 2.730408], [4.872725, -5.412918, 0.280305], [3.259674, -4.385725, -1.237633], [0.630768, -4.664331, -2.955810], [-0.760301, -6.636836, -3.251350], [-2.205891, -7.450812, -1.413042], [-2.236644, -6.229572, 0.746092], [-0.845082, -4.232419, 1.051233], [4.196945, 2.557124, 3.097930], [6.276364, 1.536011, 3.926298], [6.635438, -0.899645, 3.716333], [4.889924, -2.313704, 2.672049], [2.808647, -1.289595, 1.843363], [2.484145, 4.129872, 1.437446], [1.647185, 5.898267, 2.895480], [0.338828, 5.347075, 4.918603], [-0.105463, 2.976262, 5.481854], [0.750577, 1.178031, 4.017336], [-0.755295, 2.665082, 0.956445], [-1.620098, 1.571602, 0.707794], [-2.796460, 2.018414, 0.479847], [-3.984282, 1.344052, -0.025868], [-5.138867, 2.135855, -0.014414], [-6.336586, 1.665211, -0.517053], [-6.390673, 0.395337, -1.070592], [-5.249776, -0.395238, -1.100995], [-4.046740, 0.052978, -0.571761], [-2.611303, -1.074365, -0.515383], [-2.754779, -1.939001, -2.103507], [-2.860389, -3.312701, -2.276927], [-2.992709, -3.834184, -3.558760], [-3.011578, -2.999565, -4.664121], [-2.886928, -1.624241, -4.496316], [-2.756796, -1.097952, -3.222948], [-3.029585, -2.152687, 0.877420], [-4.050361, -3.099785, 0.848372], [-4.314295, -3.866149, 1.972685], [-3.576832, -3.675058, 3.136717], [-2.586555, -2.705996, 3.184797], [-2.315697, -1.946829, 2.057972], [-0.268107, 2.461098, 1.780274], [-2.930106, 3.082295, 0.670055], [-5.088527, 3.137459, 0.395746], [-7.218065, 2.290782, -0.489290], [-7.318299, 0.019205, -1.480896], [-5.295429, -1.378963, -1.552108], [-2.816933, -3.985463, -1.432525], [-3.081891, -4.904817, -3.687381], [-3.125865, -3.415544, -5.656201], [-2.907923, -0.968979, -5.357908], [-2.687388, -0.022857, -3.082576], [-4.635522, -3.243812, -0.050563], [-5.100461, -4.608988, 1.945922], [-3.786463, -4.274591, 4.012475], [-2.025971, -2.543940, 4.096263], [-1.543815, -1.180187, 2.105173], [0.454807, 0.596772, -4.388391], [0.174097, 1.867357, -3.725644], [-0.088530, 1.996178, -2.432291], [-0.268591, 3.210904, -1.899143], [-0.189174, 0.970455, -1.685838], [-0.116064, 0.534130, -5.311496], [0.154239, -0.218976, -3.739683], [1.516918, 0.509099, -4.614129], [0.251265, 2.702179, -4.284074], [-0.198341, 4.050537, -2.448018], [-0.474719, 3.289501, -0.911929]], "forces_ev_per_angstrom": [[-0.286, -0.451, -0.060], [-0.212, 0.006, -0.210], [0.299, 0.082, 0.055], [-0.133, 0.006, 0.164], [-0.129, -0.081, -0.124], [0.114, -0.073, -0.008], [-0.057, -0.039, -0.012], [0.117, 0.034, 0.074], [-0.120, 0.045, -0.041], [0.014, 0.119, 0.150], [-0.029, -0.263, -0.061], [0.132, 0.442, 0.084], [-0.015, 0.029, -0.010], [-0.010, -0.021, 0.012], [-0.014, 0.040, 0.042], [0.034, -0.018, -0.093], [-0.039, 0.015, 0.019], [-0.020, 0.015, -0.014], [0.021, 0.031, 0.141], [-0.009, 0.005, -0.097], [0.017, -0.041, 0.042], [0.041, 0.023, 0.011], [-0.011, 0.055, -0.021], [0.020, -0.053, -0.013], [0.316, 0.056, -0.120], [-0.127, -0.155, -0.071], [-0.014, 0.013, -0.006], [-0.011, 0.022, -0.006], [0.023, -0.035, 0.002], [-0.027, 0.034, -0.016], [0.016, 0.068, 0.024], [-0.082, -0.050, -0.004], [-0.025, 0.005, 0.006], [-0.020, 0.017, 0.033], [0.029, -0.005, -0.055], [0.001, -0.035, -0.008], [0.002, 0.031, 0.022], [0.012, 0.009, 0.010], [-0.010, 0.012, -0.049], [-0.008, -0.005, 0.008], [0.000, 0.016, 0.011], [0.004, -0.003, 0.006], [-0.018, 0.001, -0.010], [0.036, 0.042, -0.030], [-0.012, 0.011, 0.016], [-0.006, 0.001, -0.009], [-0.013, 0.003, 0.013], [0.006, -0.005, 0.021], [0.004, -0.018, 0.012], [-0.014, -0.003, 0.054], [0.002, 0.003, -0.001], [0.004, 0.002, -0.017], [0.002, -0.008, -0.005], [-0.010, 0.007, 0.010], [0.025, 0.001, 0.018], [-0.010, 0.009, -0.002], [-0.003, 0.008, -0.004], [-0.007, -0.006, 0.007], [0.014, -0.040, 0.004], [0.001, -0.002, -0.003], [-0.001, -0.004, 0.002], [0.002, -0.003, 0.004], [0.004, 0.000, -0.005], [-0.013, 0.010, 0.010], [-0.066, 0.072, -0.002], [0.205, -0.151, -0.045], [-0.159, 0.062, 0.059], [-0.092, -0.039, -0.028], [0.058, 0.076, 0.049], [-0.045, -0.015, -0.013], [0.041, 0.016, 0.021], [-0.015, -0.048, -0.030], [0.113, -0.028, 0.086], [0.085, 0.011, 0.149], [-0.021, 0.106, -0.010], [0.052, 0.037, -0.011], [-0.042, -0.022, -0.071], [0.009, 0.015, 0.039], [0.025, 0.024, 0.015], [0.013, -0.032, -0.010], [-0.014, 0.057, -0.018], [0.073, -0.011, 0.010], [0.032, 0.023, 0.056], [-0.094, -0.052, -0.073], [0.105, 0.075, 0.058], [-0.087, -0.113, -0.133], [0.089, 0.023, 0.052], [0.036, -0.002, 0.007], [-0.010, -0.008, -0.006], [0.003, -0.008, -0.001], [0.007, -0.005, -0.005], [-0.027, 0.015, -0.002], [-0.051, 0.000, 0.044], [-0.004, 0.022, 0.013], [-0.001, -0.001, -0.001], [-0.006, 0.006, 0.013], [-0.010, -0.006, -0.063], [-0.008, -0.036, -0.010], [0.004, 0.001, -0.001], [0.002, -0.004, -0.004], [-0.012, 0.000, -0.005], [-0.002, -0.057, 0.116], [0.020, -0.011, 0.020], [0.049, -0.103, -0.144], [-0.084, 0.129, 0.186], [0.005, -0.001, -0.116], [0.002, 0.041, -0.164], [-0.006, 0.019, -0.007], [-0.037, -0.001, 0.015], [0.006, 0.003, 0.008], [-0.027, 0.043, 0.034], [0.002, -0.006, -0.020], [0.086, -0.030, 0.044]], "lumo_ev": -5.41, "homo_energy_ev": -12.86, "total_charge": 2, "total_energy_ev": -81533.0727, "e_above_lowest_kcal_mol": 9.8, "largest_force_ev_per_a": 0.537, "orbital_gap_ev": 7.45, "multiplicity": 1}